(1)
Formula: C17H37Br2N4
Source: OMol25
Level of theory: the ωB97M-V functional and the def2-TZVPD basis

```
60
Properties=species:S:1:pos:R:3:forces:R:3
C 1.9843 -2.2579 0.8596 -0.6 0.4 -0.1
C 0.9576 -2.0830 -0.3102 0.7 -1.5 0.1
Br 1.9478 -2.6502 -1.9270 0.9 1.3 0.3
C -0.2789 -3.0790 -0.1449 0.7 1.8 -0.7
Br -0.6102 -4.0538 -1.8210 -1.3 -0.5 0.9
C -1.5908 -2.3898 0.1793 1.1 -2.7 0.1
N -2.6076 -3.1913 0.4965 -0.4 2.1 0.4
C -3.6221 -2.3117 0.7126 0.5 -2.9 -0.4
N -4.8390 -2.7718 1.0671 -0.7 0.8 0.5
N -3.2104 -1.0720 0.5251 -1.2 1.4 0.1
N -1.9096 -1.1108 0.1822 0.7 -0.1 -0.2
H 2.3468 -1.2792 1.2042 -0.1 -0.3 -0.1
H 1.5059 -2.7780 1.7036 0.2 0.2 -0.1
H 2.8392 -2.8425 0.5056 -0.3 0.1 0.3
H 0.6841 -1.0295 -0.4422 -0.1 -0.4 -0.2
H -0.0544 -3.7496 0.6910 -0.2 -0.2 -0.5
H -5.6878 -2.6277 0.5419 0.2 0.3 0.1
H -4.8772 -3.3666 1.8828 0.0 -0.2 -0.4
H -3.7835 -0.2422 0.6341 0.5 0.1 -0.1
H -1.2902 -0.3346 -0.0180 -0.5 0.3 0.0
C -3.9980 2.1257 -5.2762 0.1 0.1 0.0
C -2.5185 1.9202 -5.5846 -0.1 -0.1 0.0
C -2.1251 0.4482 -5.7087 0.2 0.1 0.0
C -2.3190 -0.3842 -4.4404 -0.2 -0.1 0.0
C -1.5730 0.1279 -3.2097 0.1 0.0 0.0
C -0.0558 0.1307 -3.3769 -0.2 0.0 0.2
H -4.2770 1.6893 -4.3147 0.0 0.0 0.0
H -4.2313 3.1908 -5.2334 -0.1 0.0 0.0
H -4.6231 1.6779 -6.0513 0.0 0.0 0.0
H -1.9117 2.4146 -4.8201 0.0 0.0 0.0
H -2.2863 2.4179 -6.5289 0.0 0.0 0.0
H -1.0795 0.3889 -6.0247 0.0 0.0 0.0
H -2.7078 -0.0104 -6.5129 0.0 0.0 0.0
H -1.9991 -1.4109 -4.6459 0.0 0.0 0.0
H -3.3857 -0.4459 -4.2039 0.0 0.0 0.0
H -1.8299 -0.5161 -2.3586 -0.1 -0.1 -0.1
H -1.9168 1.1337 -2.9453 0.0 0.0 0.0
H 0.3103 -0.8727 -3.5952 0.0 0.0 -0.1
H 0.4265 0.4698 -2.4554 0.1 0.0 -0.1
H 0.2602 0.7969 -4.1794 0.0 0.0 0.0
C 0.8925 1.2036 3.4894 -0.1 -0.1 0.1
C 1.7492 2.1637 4.3062 0.0 0.1 -0.1
C 3.0816 2.4996 3.6375 0.1 0.0 0.1
C 4.0206 1.3096 3.4272 -0.1 -0.1 0.0
C 4.3923 0.5414 4.6954 0.1 0.1 0.0
C 5.1499 1.3869 5.7138 -0.1 -0.1 0.0
H 1.3836 0.2367 3.3575 0.0 0.0 0.0
H -0.0602 1.0240 3.9935 0.0 0.0 0.0
H 0.6764 1.6202 2.5006 0.1 0.0 0.0
H 1.9156 1.7484 5.3033 0.0 0.0 0.0
H 1.1924 3.0931 4.4503 0.0 0.0 0.0
H 3.5906 3.2620 4.2330 0.0 0.0 0.0
H 2.8859 2.9608 2.6636 0.0 0.0 0.0
H 4.9370 1.6719 2.9516 0.0 0.0 0.0
H 3.5703 0.6106 2.7136 0.0 0.0 0.0
H 5.0194 -0.3090 4.4132 0.0 0.0 0.0
H 3.4979 0.1167 5.1617 0.0 0.0 0.0
H 6.0709 1.7826 5.2812 0.0 0.0 0.0
H 5.4218 0.7817 6.5796 0.0 0.1 0.0
H 4.5490 2.2245 6.0715 0.0 0.0 0.0
```
Positions in Å, forces in eV/Å.

Values from the calculation:
LUMO level: -0.130 hartree
Electronic energy: -164267.417 eV
Net charge: +1

---

(2)
Formula: CH6N3
Source: OMol25
Level of theory: the ωB97M-V functional and the def2-TZVPD basis

```
10
Properties=species:S:1:pos:R:3:forces:R:3
N -0.1878 1.8775 1.3798 0.0 -3.1 -8.8
C -0.5002 0.2969 0.6283 2.4 4.8 1.1
N 0.2437 0.1416 -0.4072 -0.4 1.9 1.9
N 0.2243 -0.9618 -1.2441 0.1 -2.2 -1.3
H -0.0088 1.6379 2.2635 1.2 -1.1 4.6
H 0.7165 2.1262 0.8045 -2.1 -0.4 1.9
H -1.2480 -0.1830 1.2588 -0.1 -0.7 -0.8
H 1.0305 -1.5944 -1.0995 -0.4 -0.1 1.0
H 0.4486 -0.7596 -2.2285 -0.5 1.2 0.1
H -0.6499 -1.4860 -1.2792 -0.2 -0.4 0.2
```
Positions in Å, forces in eV/Å.

Values from the calculation:
LUMO level: -0.156 hartree
Structure (SMILES): N/C=N/[NH3+]
Electronic energy: -5594.060 eV
Energy above the lowest of the compared OMol25 structures with the same formula, charge and spin: 471.3 kJ/mol
Net charge: +1

---

(3)
Formula: CH4N2S2
Source: OMol25
Level of theory: the ωB97M-V functional and the def2-TZVPD basis

```
9
Properties=species:S:1:pos:R:3:forces:R:3
C 1.4596 -0.3005 -0.6607 1.4 0.5 -0.6
N 0.4308 -0.4326 0.1344 -5.3 1.8 -1.0
N -1.0744 0.4852 -0.3280 3.3 0.4 1.2
S 2.8895 -0.5423 0.0966 1.1 -0.1 -0.5
S -2.1624 0.4698 1.0224 -0.1 -1.8 -1.1
H 1.3786 -0.0472 -1.7751 -0.4 -0.5 1.8
H 0.4621 -0.3362 1.1438 0.6 -0.2 -0.1
H -0.5883 1.4485 -0.2460 -1.1 -1.7 -0.3
H -2.7954 -0.7448 0.6125 0.7 1.6 0.6
```
Positions in Å, forces in eV/Å.

Values from the calculation:
LUMO level: -0.010 hartree
Electronic energy: -25749.186 eV
Energy above the lowest of the compared OMol25 structures with the same formula, charge and spin: 318.7 kJ/mol

---

(4)
Formula: C7H10N2O
Source: OMol25
Level of theory: the ωB97M-V functional and the def2-TZVPD basis

```
20
Properties=species:S:1:pos:R:3:forces:R:3
C -0.2691 -2.0749 0.1181 0.0 -0.2 0.3
N -0.5238 -0.7748 -0.4859 -0.2 0.1 -0.3
C -1.6851 -0.0010 0.1033 -0.3 -0.1 0.1
C -0.7597 0.4610 1.2715 0.0 -0.1 0.2
C 0.2365 0.4080 0.0818 -0.1 -0.6 0.2
C -0.3365 1.5175 -0.8181 -0.3 0.0 0.0
C -1.6436 1.2337 -0.7961 0.3 0.2 -0.1
C 1.7284 0.3134 0.2452 0.3 1.5 2.4
N 2.4488 0.4078 -0.8831 1.5 0.6 -0.9
H 0.1899 -2.0551 1.1223 -0.1 0.0 -0.2
H -1.2275 -2.6064 0.1933 0.3 0.0 0.0
H 0.3875 -2.6574 -0.5427 -0.1 0.1 0.2
H -2.6263 -0.5396 0.2576 0.2 0.1 -0.1
H -0.9531 1.4357 1.7324 0.1 -0.2 -0.1
H -0.5789 -0.3000 2.0387 0.0 0.1 -0.2
H 0.2287 2.3046 -1.3122 -0.2 -0.3 0.1
H -2.4834 1.7249 -1.2823 0.3 -0.2 0.1
O 2.2785 0.4686 1.3385 -1.0 -0.2 -0.8
H 2.2754 -0.2489 -1.6326 0.2 0.7 -0.2
H 3.3134 0.9831 -0.7498 -0.9 -1.7 -0.6
```
Positions in Å, forces in eV/Å.

Values from the calculation:
LUMO level: 0.034 hartree
Electronic energy: -12446.152 eV
Energy above the lowest of the compared OMol25 structures with the same formula, charge and spin: 318.0 kJ/mol

---

> Which formula does entry 3 have?

CH4N2S2